i.
Density functional theory data (ωB97M-V/def2-TZVPD) for a single CH4INOS molecule.

Output
Structure (SMILES) = CNOSI
HOMO-LUMO gap = 8.47 eV
Charge = 0
Molecular weight = 205.0 g mol⁻¹

Geometry (Å):
C 0.0681 0.2994 0.0673
N 0.5660 -0.9958 -0.4170
O 1.6315 -1.5291 0.4231
S 3.1696 -1.6093 -0.2896
I 4.1603 0.4683 0.1339
H 0.9853 0.9037 0.0012
H -0.6719 0.7569 -0.6392
H -0.5272 0.4378 1.0507
H -0.1416 -1.6736 -0.3955

Partial charges, natural (NBO), in e: number 1, C, carries -0.4621; number 2, N, carries -0.3291; number 3, O, carries -0.5429; number 4, S, carries 0.3487; number 5, I, carries 0.0297; number 6, H, carries 0.2128; number 7, H, carries 0.2147; number 8, H, carries 0.1839; number 9, H, carries 0.3444



ii.
Density functional theory data (ωB97M-V/def2-TZVPD) for a single CH4INOS molecule.

Output
Structure (SMILES) = SCONI
HOMO-LUMO gap = 9.03 eV
Charge = 0
Molecular weight = 205.0 g mol⁻¹

Geometry (Å):
S -2.0943 -1.1555 0.0140
C -0.4833 -0.4260 -0.5518
O 0.0795 0.2826 0.5343
N 1.1579 1.0914 0.1453
I 2.8715 0.0436 -0.1980
H -2.0759 -0.4879 1.1795
H -0.7601 0.3061 -1.3083
H 0.0660 -1.2473 -0.7902
H 1.2387 1.5932 0.9751

Partial charges, natural (NBO), in e: number 1, S, carries -0.0772; number 2, C, carries -0.1685; number 3, O, carries -0.4122; number 4, N, carries -0.4601; number 5, I, carries 0.2243; number 6, H, carries 0.1446; number 7, H, carries 0.1998; number 8, H, carries 0.1886; number 9, H, carries 0.3607



i has the most favorable energy; the next structure is 0.0169 hartree above.



i.
Density functional theory data (ωB97M-V/def2-TZVPD) for a 2-piece molecular cluster, CH4INOS overall.

Output
HOMO-LUMO gap (spin up / spin down) = 7.81 / 7.82 eV
Charge = 0
Molecular weight = 205.0 g mol⁻¹

Geometry (Å):
C 1.1391 0.4022 0.1391
N -1.5912 0.7971 -0.2616
O -0.1664 -1.9485 -1.6144
S -0.5747 -0.3096 0.0706
I -0.7662 -1.3060 2.2193
H 1.1976 1.4159 0.7217
H 1.6463 -0.2901 0.7349
H 1.3185 0.6080 -0.9315
H -2.2031 0.6311 -1.0782

Partial charges, natural (NBO), in e: number 1, C, carries -0.7418; number 2, N, carries -1.0677; number 3, O, carries -0.5091; number 4, S, carries 1.1188; number 5, I, carries 0.0311; number 6, H, carries 0.2478; number 7, H, carries 0.2400; number 8, H, carries 0.2694; number 9, H, carries 0.4117



ii.
Density functional theory data (ωB97M-V/def2-TZVPD) for a single CH4INOS molecule.

Output
Structure (SMILES) = C[S@@](=N)(=O)I
HOMO-LUMO gap = 8.65 eV
Charge = 0
Molecular weight = 205.0 g mol⁻¹

Geometry (Å):
C 0.7598 -0.0181 0.0376
S -0.5305 -1.0418 -0.4257
N -1.8755 -0.5012 -0.0643
O -0.2765 -1.4643 -2.1625
I -0.0404 -3.0347 0.8801
H 0.5060 0.4835 0.8870
H 1.6118 -0.6824 -0.1927
H 0.5626 0.8041 -0.6464
H -2.4964 -0.9151 -0.7378

Partial charges, natural (NBO), in e: number 1, C, carries -0.8551; number 2, S, carries 1.6042; number 3, N, carries -1.0639; number 4, O, carries -0.8410; number 5, I, carries -0.0660; number 6, H, carries 0.2663; number 7, H, carries 0.2865; number 8, H, carries 0.2714; number 9, H, carries 0.3977



ii has the most favorable energy; the next structure is 0.1127 hartree above.